Below is one molecule with the formula C3H7NO2, with properties calculated with ωB97M-V with the def2-TZVPD basis set.

Each line ends with the Mulliken charge.
Cartesian coordinates (Å):
1 N 1.5130 0.2606 1.7326  -0.4948
2 C 0.8703 -0.4300 0.7038  0.5319
3 O 0.9969 -1.6105 0.5001  -0.5675
4 C -0.1088 0.4279 -0.0511  -0.4858
5 C -0.8511 -0.2449 -1.1992  -0.4275
6 O -2.1455 0.3069 -1.3604  -0.5334
7 H 2.2277 -0.2887 2.1901  0.2850
8 H 1.9812 1.1120 1.4415  0.2483
9 H 0.3965 1.3351 -0.4078  0.2829
10 H -0.8747 0.8644 0.6022  0.2954
11 H -0.8856 -1.3157 -1.0122  0.3182
12 H -0.2997 -0.1230 -2.1271  0.2340
13 H -2.8202 -0.2940 -1.0126  0.3134

Forces on atoms 1 to 3 (eV/Å):
0.92 -0.08 -0.16
-0.42 0.46 0.18
0.14 -0.33 0.21

As for the spin multiplicity: 1. As for the strongest force on any atom: 1.16 eV/Å. The total energy is -8809.6578 eV. The calculation puts the lowest unoccupied orbital energy at 0.0302 Ha. The HOMO energy is -10.1 eV. As for the SMILES: NC(=O)CCO.